(1)
Here is a molecular structure, C14H19InN3O4 from OMol25. Energies are from ωB97M-V/def2-TZVPD.

Last column: Löwdin charge in e.
CARTESIAN COORDINATES (ANGSTROEM)
In: 5.53 -0.74 1.07  0.1840
O: 1.74 2.70 2.59  0.1079
O: -4.90 2.65 1.13  0.1023
O: -1.26 1.65 -1.64  0.0601
O: -6.36 -0.54 -2.83  0.0988
N: 2.83 -4.03 -0.46  0.0241
N: 3.40 -1.81 -1.20  0.0516
N: 1.89 -2.11 0.57  0.0673
C: -0.82 3.07 0.17  0.0059
C: -0.57 1.88 -0.67  -0.3924
C: 3.12 -2.61 -0.04  -0.7637
C: 4.30 -2.63 0.98  -0.2930
C: -0.06 3.34 1.23  0.0201
C: -6.02 0.19 -1.92  -0.3900
C: -4.23 1.28 -0.66  0.0306
C: 1.31 1.26 0.77  0.0330
C: 1.06 2.45 1.61  -0.3794
C: 0.55 1.00 -0.29  0.0193
C: -6.66 1.62 -0.04  0.0152
C: -5.23 1.91 0.22  -0.3826
C: -4.59 0.48 -1.66  0.0337
C: -7.02 0.82 -1.04  0.0145
H: 6.13 -0.29 -0.59  -0.1496
H: 1.92 -2.18 1.57  0.0580
H: 1.10 -2.62 0.20  0.0575
H: 3.60 -4.33 -1.04  0.0491
H: -7.38 2.10 0.61  0.1183
H: -3.87 0.01 -2.31  0.1263
H: 2.14 0.62 1.05  0.0861
H: 2.97 -4.56 0.40  0.0480
H: 0.73 0.13 -0.92  0.1083
H: 2.81 -2.06 -1.98  0.0600
H: 4.94 -3.46 0.67  0.0193
H: 4.69 0.63 1.87  -0.1534
H: 7.03 -1.17 2.00  -0.1679
H: -0.23 4.20 1.86  0.1180
H: -3.19 1.50 -0.45  0.0878
H: 3.89 -2.84 1.97  0.0181
H: 4.38 -1.80 -1.44  0.0137
H: -8.06 0.60 -1.25  0.1180
H: -1.65 3.71 -0.12  0.1168

calculated total energy: -1200.1274 Eh
frontier orbital gap: 4.762 eV
charge: -1
lowest unoccupied orbital energy: 0.040 eV
spin multiplicity: 1

=====

(2)
Here is a molecular structure, C25H29BrHfN3O4S2Se4 from OMol25. Energies are from ωB97M-V/def2-TZVPD.

Last column: natural (NBO) charge in e.
CARTESIAN COORDINATES (ANGSTROEM)
Hf: -0.46 1.20 1.89  1.6077
Br: -0.69 7.03 -2.82  0.1075
Se: -2.81 2.11 3.47  0.0506
Se: -0.34 -0.21 4.26  -0.4319
Se: -2.61 0.15 4.73  0.0649
Se: -3.04 1.37 1.29  -0.3154
S: 1.14 2.77 3.41  -0.1691
S: -1.65 -1.86 1.47  1.2821
O: -0.63 3.53 1.10  -0.5361
O: -0.54 -0.82 1.11  -1.0282
O: 1.47 1.02 1.15  -0.6605
O: -0.41 1.51 -0.50  -0.7365
N: -0.18 1.84 -4.70  -0.5110
N: -0.22 0.51 -2.93  -0.5513
N: 2.37 0.80 2.15  -0.0288
C: -0.27 1.76 -3.35  0.3902
C: -0.59 3.83 -0.24  0.2568
C: -1.71 -3.84 3.34  -0.4132
C: -0.78 -3.19 2.32  -0.5898
C: -2.04 -2.62 -0.11  -0.5852
C: -0.65 5.11 -0.75  -0.2720
C: 0.18 -1.64 -4.22  -0.1746
C: -0.02 -0.27 -4.07  0.1527
C: 2.36 1.59 3.25  0.0613
C: -0.59 5.29 -2.12  -0.0856
C: 4.27 0.32 4.01  -0.1320
C: -0.40 2.92 -2.46  -0.1309
C: 0.36 -2.13 -5.49  -0.2293
C: -0.46 2.73 -1.09  0.3461
C: -0.47 4.22 -2.97  -0.2055
C: 3.36 1.32 4.20  -0.2253
C: 4.22 -0.47 2.85  -0.2558
C: -0.01 0.56 -5.19  0.0831
C: 0.17 0.08 -6.48  -0.2176
C: -0.93 4.64 1.97  -0.2560
C: 3.26 -0.20 1.93  0.0495
C: -0.92 -2.65 -1.14  -0.4128
C: 0.32 -3.46 -0.79  -0.6210
C: 0.35 -1.28 -6.61  -0.1956
C: -0.96 -4.91 4.14  -0.6041
H: 0.49 -1.71 -7.60  0.2273
H: -2.41 -3.62 0.17  0.2403
H: -0.21 2.69 -5.24  0.4274
H: -0.11 5.36 1.94  0.2109
H: 4.93 -1.27 2.68  0.2458
H: -0.26 0.81 -1.21  0.5542
H: -0.56 -5.68 3.48  0.2070
H: 0.08 -4.50 -0.53  0.2089
H: 0.17 0.74 -7.35  0.2274
H: 0.05 -2.68 2.82  0.2664
H: 0.52 -3.19 -5.64  0.2234
H: -1.86 5.09 1.66  0.2078
H: 0.22 -2.29 -3.36  0.2029
H: -0.43 4.40 -4.04  0.2223
H: -2.11 -3.07 4.00  0.2232
H: -1.62 -5.39 4.86  0.2286
H: 5.03 0.13 4.76  0.2401
H: -1.03 4.24 2.97  0.2267
H: -0.13 -4.47 4.69  0.2130
H: -2.88 -2.06 -0.50  0.2514
H: -0.75 5.97 -0.10  0.2496
H: 1.00 -3.50 -1.64  0.2243
H: 0.87 -3.02 0.05  0.2091
H: -0.63 -1.62 -1.35  0.2240
H: 3.11 -0.72 1.00  0.2438
H: 3.38 1.93 5.09  0.2516
H: -0.40 -3.90 1.60  0.2330
H: -2.57 -4.29 2.83  0.2052
H: -1.38 -3.04 -2.05  0.2268

calculated total energy: -14459.4048 Eh
frontier orbital gap: 7.294 eV
charge: +1
energy relative to the best compared isomer or geometry (same formula, charge and spin): 0.0 kJ/mol
lowest unoccupied orbital energy: -2.577 eV
spin multiplicity: 1

=====

(3)
Here is a molecular structure, C32H80F6NiO15P from OMol25. Energies are from ωB97M-V/def2-TZVPD.

Last column: Löwdin charge in e.
CARTESIAN COORDINATES (ANGSTROEM)
Ni: -3.23 1.14 2.47  0.9624
P: -0.56 1.55 0.04  0.2470
F: -1.74 0.94 -0.89  -0.1309
F: 0.01 0.07 0.28  -0.1270
F: 0.56 2.09 1.10  -0.1416
F: -1.59 1.28 1.34  -0.1948
F: 0.46 1.75 -1.19  -0.1050
F: -1.08 3.05 -0.10  -0.1009
O: -2.64 3.08 3.02  -0.1431
O: -6.96 1.26 0.35  -0.2283
O: 2.78 -4.52 4.74  -0.1689
O: 1.41 4.79 -0.57  -0.1476
O: -5.07 0.77 -1.64  -0.2200
O: 2.33 -1.21 -6.18  -0.1885
O: -0.60 -2.90 -2.12  -0.1322
O: -4.03 1.94 0.71  -0.1688
O: 2.67 6.07 1.56  -0.1270
O: -3.50 -0.77 1.75  -0.2476
O: 3.16 -1.34 -2.06  -0.2574
O: -1.96 0.01 3.73  -0.2563
O: 1.69 -1.93 4.05  -0.1725
O: 2.90 0.80 -4.33  -0.1242
O: 4.37 -0.28 0.90  -0.1570
C: 4.85 1.69 1.92  -0.1682
C: 1.81 -1.71 -1.81  -0.2105
C: 1.85 -2.38 -0.43  -0.1333
C: -1.36 3.43 3.57  -0.0691
C: -1.48 0.37 5.05  0.0005
C: -0.04 -3.34 -3.35  -0.1940
C: 2.39 4.68 -1.63  -0.0838
C: 3.62 -1.11 -5.64  -0.2079
C: -1.15 -1.61 -2.29  -0.2264
C: 4.02 -2.37 -1.58  -0.1396
C: 2.32 -1.91 -7.41  -0.1091
C: 1.75 -3.05 3.19  -0.2136
C: -2.42 -1.66 2.04  -0.1175
C: 3.96 2.07 0.76  -0.1480
C: -1.57 -1.55 -3.76  -0.1426
C: 2.46 5.10 2.58  -0.1753
C: -4.42 -1.22 0.76  -0.0143
C: 2.65 -5.47 5.78  -0.1036
C: 5.51 0.43 1.39  -0.1812
C: -6.42 0.33 -1.75  -0.1727
C: 1.62 -4.33 3.99  -0.2180
C: 3.20 -3.06 -0.45  -0.1393
C: -4.54 3.27 0.57  -0.0677
C: -1.83 -1.37 3.42  -0.1371
C: 3.51 0.66 0.24  -0.1753
C: 2.00 -0.77 3.32  -0.1024
C: -7.96 1.82 1.18  -0.1002
C: 2.33 1.13 -3.08  -0.1078
C: -4.20 -0.01 -2.45  -0.0925
C: -7.35 1.25 -1.02  -0.1809
C: 3.55 -0.45 -4.28  -0.1988
C: -0.42 -2.29 -4.42  -0.1224
H: 3.26 4.16 -1.24  0.0688
H: 0.68 -4.27 4.56  0.1252
H: 2.70 -1.27 -8.22  0.0890
H: 4.95 -1.98 -1.17  0.1192
H: -0.40 0.33 4.98  0.0989
H: -3.98 -1.18 -0.24  0.0778
H: 2.00 -5.13 6.59  0.0891
H: 1.03 -3.08 -0.28  0.1104
H: 2.66 -3.04 2.58  0.1257
H: -4.80 3.42 -0.48  0.1061
H: -8.24 2.84 0.90  0.0956
H: 4.53 -0.39 -3.80  0.1402
H: -2.72 -2.71 2.06  0.1462
H: -1.96 -1.38 -1.59  0.0863
H: 3.07 -0.62 3.17  0.0892
H: -8.87 1.22 1.10  0.0946
H: -5.50 3.34 1.10  0.0830
H: 3.64 -5.67 6.18  0.0897
H: 1.93 4.11 -2.45  0.0693
H: -3.28 3.80 3.10  0.1178
H: -0.42 -0.84 -2.00  0.0791
H: 3.45 4.76 2.90  0.0757
H: 3.07 1.12 -2.28  0.0727
H: 4.45 2.58 -0.07  0.1074
H: 0.47 -1.68 -4.58  0.0994
H: 1.75 2.04 -3.19  0.0786
H: -0.70 2.57 3.47  0.0771
H: 4.24 -0.53 -6.34  0.1275
H: -7.63 1.83 2.22  0.0882
H: 1.56 0.41 -2.76  0.0569
H: -0.46 -4.31 -3.64  0.1263
H: -0.81 4.21 3.04  0.1015
H: 1.30 -2.09 -7.74  0.0826
H: 0.89 -3.00 2.49  0.1112
H: 1.54 -5.16 3.27  0.1309
H: -1.83 1.37 5.29  0.0836
H: 3.10 -4.14 -0.57  0.1106
H: -4.39 1.41 -0.03  0.0611
H: -7.34 2.28 -1.38  0.1390
H: 3.64 0.67 -0.84  0.0830
H: 3.74 -2.91 0.48  0.0902
H: 1.91 5.51 3.43  0.0682
H: 2.25 5.71 0.76  0.0299
H: -0.60 -2.74 -5.40  0.1163
H: -2.29 -1.94 4.24  0.1394
H: 4.24 1.45 2.80  0.1058
H: -1.66 -1.50 1.27  0.1263
H: -1.62 -0.50 -4.07  0.1197
H: 2.47 0.52 0.53  0.0870
H: 2.60 5.69 -1.97  0.0893
H: 3.09 2.62 1.09  0.0787
H: -4.37 0.13 -3.52  0.1094
H: -1.47 3.74 4.61  0.0994
H: -4.79 -2.20 1.04  0.1162
H: -0.81 -1.76 3.39  0.1219
H: 6.20 0.66 0.57  0.1270
H: -3.18 0.30 -2.27  0.0656
H: -6.49 -0.65 -1.27  0.1319
H: -1.90 -0.34 5.76  0.1074
H: 1.87 -1.54 0.27  0.0728
H: 5.56 2.47 2.21  0.1172
H: 1.24 -0.79 -1.85  0.0703
H: 1.84 4.27 2.24  0.0477
H: -3.82 4.03 0.84  0.0897
H: -5.26 -0.52 0.76  0.0820
H: 2.29 -6.42 5.35  0.0891
H: 0.92 3.97 -0.49  0.0288
H: 4.19 -3.04 -2.43  0.1235
H: -2.54 -2.02 -3.91  0.1139
H: 1.04 -3.40 -3.27  0.0949
H: 2.91 -2.83 -7.35  0.0875
H: 1.64 0.11 3.86  0.0813
H: -6.68 0.30 -2.81  0.1408
H: -8.40 0.93 -1.08  0.1343
H: 1.46 -0.75 2.37  0.0713
H: -4.33 -1.05 -2.15  0.0883
H: 4.13 -2.07 -5.51  0.1250
H: 2.95 -1.11 -3.63  0.0844
H: 1.48 -2.44 -2.56  0.0723
H: 6.02 -0.13 2.18  0.1233

calculated total energy: -4844.3648 Eh
frontier orbital gap (spin up / spin down): 6.352 / 4.930 eV
charge: +1
lowest unoccupied orbital energy (spin up / spin down): -3.648 / -5.071 eV
spin multiplicity: 3

=====

(4)
Here is a molecular structure, C4H11N3S from OMol25. Energies are from ωB97M-V/def2-TZVPD.

Last column: natural (NBO) charge in e.
CARTESIAN COORDINATES (ANGSTROEM)
S: 0.96 -1.07 -1.11  0.7829
N: 1.35 0.92 -2.10  -0.3889
N: 1.13 1.73 -1.25  -0.1688
N: 2.57 -1.41 -0.72  -0.9492
C: -1.82 0.08 -0.30  -0.5991
C: -0.97 -0.48 0.85  -0.2609
C: 0.45 -0.45 0.34  -0.5534
C: -1.20 0.49 2.05  -0.5931
H: -2.80 -0.33 -0.25  0.2010
H: -1.56 -0.14 -1.32  0.2011
H: -0.41 0.44 2.79  0.2104
H: -1.38 1.49 1.75  0.2085
H: -1.32 -1.54 1.18  0.2107
H: -1.85 1.22 -0.24  0.2117
H: 3.04 -1.79 -1.56  0.3669
H: 3.07 -0.63 -0.60  0.3562
H: 1.20 0.10 0.87  0.2250
H: 1.74 1.10 -2.94  0.3333
H: -2.21 0.27 2.54  0.2058

calculated total energy: -721.2651 Eh
frontier orbital gap (spin up / spin down): 7.227 / 7.193 eV
charge: 0
energy relative to the best compared isomer or geometry (same formula, charge and spin): 534.2 kJ/mol
lowest unoccupied orbital energy (spin up / spin down): 0.395 / 0.397 eV
spin multiplicity: 1